*P*
ORCA calculation (wB97M-V/def2-TZVPD) on an isolated molecule of C3H4NP.

Calculated values
Kohn-Sham gap, eV: 9.5
LUMO energy, eV: 0.11
SMILES string: C1=NC=[PH]=C1

Each atom is followed by the atoms it is bonded to, with distances in Å.
CARTESIAN COORDINATES (ANGSTROEM)
1 C -1.108 0.153 -0.343  C2 1.342, N4 1.339, H6 1.123
2 C 0.019 0.880 -0.405  C1 1.342, P5 1.740, H7 1.208
3 C 0.317 -1.503 -0.082  N4 1.271, P5 1.775, H8 1.147
4 N -0.901 -1.163 -0.208  C1 1.339, C3 1.271
5 P 1.428 -0.127 -0.242  C2 1.740, C3 1.775, H9 1.394
6 H -2.158 0.403 -0.654  C1 1.123
7 H -0.126 2.073 -0.283  C2 1.208
8 H 0.594 -2.612 -0.177  C3 1.147
9 H 1.730 0.326 1.041  P5 1.394

*Q*
ORCA calculation (wB97M-V/def2-TZVPD) on a cluster of 2 separate species, C3H4NP in total.

Calculated values
Kohn-Sham gap, eV: 8.5
LUMO energy, eV: -0.86

Each atom is followed by the atoms it is bonded to, with distances in Å.
CARTESIAN COORDINATES (ANGSTROEM)
1 C -1.618 -1.937 1.140  C2 1.385, N4 1.164
2 C -1.270 -0.603 1.273  C1 1.385, P5 1.649
3 C 0.166 -0.544 -0.446  H6 1.060, H7 1.174, H8 1.170
4 N -1.878 -3.052 0.930  C1 1.164
5 P -1.533 0.676 2.281  C2 1.649, H9 1.494
6 H 0.397 -1.548 -0.193  C3 1.060
7 H -0.579 -0.589 -1.352  C3 1.174
8 H 0.736 0.476 -0.493  C3 1.170
9 H -0.704 1.595 1.444  P5 1.494

*Q* is the least stable structure shown above.